Molecular formula: C21H42F6N2O18S6Zr
Method: DFT, the ωB97M-V functional and the def2-TZVPD basis

Its lowest unoccupied orbital energy is -0.38 eV. The value obtained for the largest force on an atom is 5.7 eV Å⁻¹. The frontier orbital gap comes out at 7.732 eV. Its energy relative to the best compared isomer or geometry (same formula, charge and spin) is 0.00 kJ/mol. The HOMO energy comes out at -8.11 eV.

Each line ends with the Löwdin charge.
Positions of all 96 atoms, in Å:
Zr: 29.55464 -6.70642 -0.74381  1.91
S: 31.60097 -4.94307 -1.62835  0.30
O: 32.99164 -5.13321 -1.29292  -0.29
O: 30.99152 -6.19784 -2.14041  -0.48
O: 30.68077 -5.02472 -0.47604  -0.47
O: 31.32788 -3.85809 -2.51988  -0.27
O: 29.82736 -8.29429 3.00091  0.12
C: 29.73108 -7.74613 1.81279  -0.75
O: 28.84732 -8.02812 0.96529  -0.10
O: 30.41643 -6.76716 1.37018  -0.13
H: 30.58426 -7.82616 3.48537  0.06
C: 25.97523 -7.70583 -3.30149  -0.67
F: 26.73479 -7.53577 -4.36776  0.15
F: 25.43210 -6.56665 -2.91596  0.16
F: 25.02930 -8.57548 -3.59269  0.17
S: 26.95644 -8.40246 -1.79886  0.68
O: 26.50618 -7.64226 -0.65770  -0.30
O: 26.79350 -9.82567 -1.58656  -0.26
N: 28.59953 -8.00139 -2.15217  -0.42
S: 28.99746 -9.23819 -3.24190  0.68
O: 29.92475 -10.13553 -2.57742  -0.30
O: 28.00989 -9.83696 -4.09487  -0.24
C: 30.21079 -8.38347 -4.42717  -0.71
F: 31.34092 -8.13501 -3.84484  0.16
F: 30.40444 -9.15518 -5.47053  0.17
F: 29.66645 -7.26751 -4.90041  0.14
C: 28.02992 -12.13185 0.74723  -0.02
C: 26.74062 -12.31526 1.60569  -0.48
C: 26.43722 -13.81036 1.82190  -0.13
C: 27.27225 -14.45877 2.92647  -0.18
C: 27.18846 -13.57919 4.17207  -0.14
C: 27.66613 -12.14124 3.99740  -0.50
N: 26.84881 -11.62377 2.88328  -0.09
O: 26.97541 -10.20488 2.76936  -0.02
C: 27.33331 -11.38368 5.28952  -0.02
C: 29.18714 -12.02682 3.75425  -0.01
C: 25.60246 -11.72099 0.78322  -0.04
H: 27.96644 -12.30348 -0.32680  0.09
H: 28.86219 -12.73263 1.12642  0.07
H: 28.39731 -11.10343 0.79264  0.07
H: 25.39138 -13.99835 2.08100  0.12
H: 26.53030 -14.35542 0.87788  0.12
H: 28.30702 -14.60372 2.60785  0.10
H: 26.85893 -15.43718 3.17509  0.11
H: 27.89877 -14.05650 4.86089  0.12
H: 26.20830 -13.61607 4.64480  0.12
H: 28.01660 -11.71307 6.07104  0.09
H: 27.55678 -10.32233 5.14998  0.07
H: 26.27280 -11.47300 5.51224  0.09
H: 29.42334 -11.21510 3.05381  0.06
H: 29.73337 -11.73129 4.65111  0.07
H: 29.64087 -12.88611 3.25741  0.07
H: 25.70583 -11.84292 -0.29515  0.07
H: 25.47189 -10.64330 0.90520  0.08
H: 24.59986 -12.10033 1.00615  0.08
H: 27.79686 -10.12275 2.25309  0.05
C: 28.83777 -4.34930 2.64341  -0.21
S: 27.49534 -4.65599 1.44485  1.01
O: 28.11639 -5.51430 0.35938  -0.67
C: 26.65010 -5.89073 2.46998  -0.20
H: 29.26607 -5.31099 2.91904  0.03
H: 28.32017 -3.98118 3.53362  0.06
H: 29.64002 -3.68268 2.34401  0.07
H: 26.06932 -6.49325 1.77018  0.06
H: 25.88037 -5.44767 3.10622  0.07
H: 27.34783 -6.45753 3.07805  0.05
C: 32.32132 -10.52750 0.00356  -0.20
S: 32.31659 -8.91857 -0.86737  0.99
O: 30.87404 -8.44756 -0.73548  -0.67
C: 33.31623 -7.93086 0.29402  -0.21
H: 31.77108 -11.23297 -0.61906  0.05
H: 31.72999 -10.43966 0.91761  0.06
H: 33.31648 -10.91656 0.20472  0.06
H: 33.06735 -6.87241 0.33099  0.04
H: 34.35414 -7.99385 -0.03086  0.06
H: 33.13061 -8.41092 1.25491  0.05
C: 33.34059 -4.92355 3.86718  -0.22
S: 32.49714 -6.04686 5.05315  0.92
O: 31.66272 -6.92717 4.15271  -0.56
C: 33.98925 -7.03691 5.44670  -0.22
H: 34.30067 -4.55218 4.22186  0.06
H: 32.72301 -4.06568 3.60612  0.05
H: 33.47472 -5.49629 2.94892  0.06
H: 33.67136 -7.75606 6.19479  0.04
H: 34.65675 -6.30275 5.90116  0.05
H: 34.42743 -7.42181 4.53124  0.07
C: 30.50538 -8.93294 6.02819  -0.10
C: 29.48581 -7.79824 6.19883  -0.13
O: 28.76624 -8.12814 7.37380  0.07
C: 29.13669 -9.35512 7.80363  -0.61
O: 28.58560 -9.94740 8.66787  0.17
O: 30.17496 -9.80533 7.11280  0.07
H: 31.50195 -8.51502 6.13937  0.09
H: 30.46141 -9.50886 5.10922  0.11
H: 28.83114 -7.67197 5.33463  0.12
H: 29.91684 -6.80550 6.34222  0.11

Cartesian forces (eV/Å) of the 3 atoms listed first:
Zr 1.73 -0.11 3.66
S 1.91 1.26 -2.05
O -0.41 -0.05 0.48